The following is a quantum chemistry calculation of 13 unconnected molecules or ions with the total composition C5H35O13S in a non-equilibrium geometry, from OMol25.

The geometry in XYZ format:
```
54
Properties=species:S:1:pos:R:3:forces:R:3
C -0.761965 0.572897 0.083972 2.66 3.75 0.90
O -2.050645 0.113449 -0.043611 -0.01 -1.13 -0.03
C 0.220258 -0.092891 1.086244 -0.32 -0.52 -0.14
C 0.470786 -1.600905 0.831408 1.25 0.49 -0.08
C 0.818443 -2.383403 2.124452 -1.19 3.21 2.53
S 2.215709 -1.678490 3.122979 -0.14 0.06 -0.12
C 3.544603 -2.017849 1.969885 0.90 -3.47 0.88
H -0.771548 1.723353 0.501314 -0.34 -2.54 -1.24
H -0.174455 0.677888 -0.872946 -0.85 -0.24 0.30
H -0.146882 0.183100 2.057083 -0.42 -0.53 0.87
H 1.245141 0.354718 1.116712 -1.06 0.15 -0.57
H -0.377272 -2.176861 0.445573 0.23 0.64 -0.23
H 1.343183 -1.482847 0.036328 -1.73 -1.53 1.81
H 1.107339 -3.357053 1.991914 0.33 -2.55 -0.72
H -0.045301 -2.374485 2.988252 1.72 0.06 -2.50
H 4.466657 -1.440803 2.123696 -0.34 -0.49 0.26
H 3.207587 -1.863320 1.021211 -1.00 1.44 -2.72
H 3.692807 -3.209097 1.776120 0.31 2.45 1.31
H -1.930782 1.679256 2.736986 -0.54 -1.94 -1.54
H -1.509281 3.184592 2.394974 0.04 -1.21 0.10
O -1.722119 2.509143 3.070079 0.21 2.85 1.63
H 0.794730 4.917665 -0.449822 0.69 -2.02 -0.27
H 0.375343 3.656915 -1.146702 -2.21 -1.17 -1.46
O 1.091275 3.975009 -0.666446 1.38 3.18 1.61
H 0.657117 -2.057224 -2.206209 0.06 -0.96 -1.18
H 1.906983 -2.743565 -3.146517 -1.13 0.54 0.96
O 1.633483 -2.334045 -2.295500 1.53 -0.57 -0.48
H -2.078769 -0.909202 -0.204338 0.37 1.96 1.02
H -3.372964 -1.899153 -0.310629 1.48 -1.28 -0.03
O -2.475522 -2.362876 -0.292552 -1.58 2.15 -1.94
H 3.728349 2.506356 0.201976 -2.23 0.21 2.15
H 2.973041 1.422280 0.697802 -0.94 -5.05 -0.77
O 3.005871 2.285634 0.921293 3.06 4.78 -1.32
H -3.697905 1.199602 0.019405 0.33 0.30 -0.04
H -4.065453 2.706888 0.235824 -0.02 -0.96 -0.29
O -4.440853 1.817327 0.083456 -0.30 0.61 0.33
H -0.586706 -3.469777 -0.966853 -1.24 -2.99 0.59
H -1.702063 -4.195591 -0.193373 -3.37 1.17 2.08
O -0.973607 -4.405578 -0.673375 5.05 1.08 -3.01
H 0.467455 3.706497 3.065344 0.35 -0.42 -0.39
H 1.119895 3.320883 1.579372 -2.10 1.42 1.80
O 0.357798 3.813508 2.111709 2.11 -0.71 -1.71
H -2.033586 1.820062 -2.207654 -1.59 2.72 -0.41
H -2.941551 3.135537 -2.677329 -1.25 -0.02 -1.64
O -2.341773 2.810146 -2.054492 2.55 -2.18 2.22
H 2.753749 -0.733602 -1.854506 0.37 -1.57 -1.17
H 1.399065 -0.283867 -1.341797 1.94 0.31 -0.03
O 2.383267 -0.115552 -1.266499 -1.93 2.12 1.42
H -0.469110 0.945546 -2.649526 -0.40 0.51 -0.57
H -1.066425 -0.217996 -3.282291 -0.92 1.34 0.17
O -1.223134 0.795103 -3.259867 1.68 -2.41 0.33
H -1.918490 -1.981050 -1.212970 -0.31 -1.59 0.84
H -1.286552 -2.519655 -2.844721 -0.05 -0.67 -0.63
O -0.815219 -1.926618 -2.274839 -1.10 1.23 1.09
```
Positions in Å, forces in eV/Å.

Summary:
Charge: -1
HOMO in eV: -5.881
Orbital gap in eV: 8.573

Mulliken population analysis, charges in e, atoms 1 to 2:
1. C 0.904
2. O -0.457

---

The following is a quantum chemistry calculation of a molecular structure, C37H44AsClINO3S4SeW in a non-equilibrium geometry, from OMol25.

The geometry in XYZ format:
```
94
Properties=species:S:1:pos:R:3:forces:R:3
W -0.776121 -0.003544 -0.922707 -0.29 2.62 1.13
C 5.853107 3.552012 0.702575 -0.09 0.00 0.04
C 4.717532 3.621794 1.735014 0.02 0.01 0.05
C 4.653015 5.055351 2.267115 0.00 -0.09 -0.04
C 5.021702 2.675886 2.906979 0.02 0.07 -0.04
C 3.406264 3.182772 1.088244 0.06 0.03 0.00
C 3.324920 1.939205 0.474505 -0.08 -0.14 -0.04
C 2.114124 1.527522 -0.036511 -0.21 -0.15 -0.23
Se 1.873505 -0.015751 -1.159415 0.34 -0.12 0.52
C 2.002972 -1.535477 0.020351 0.02 0.10 -0.24
C 3.203130 -1.977489 0.541953 -0.08 0.13 -0.02
C 3.238060 -3.177873 1.237793 0.06 -0.01 -0.01
C 2.050912 -3.904988 1.331002 0.04 -0.01 0.01
C 0.834231 -3.493718 0.799547 -0.31 0.07 -0.05
C 0.813735 -2.255506 0.144073 0.56 0.34 -0.02
O -0.274793 -1.735200 -0.423425 0.39 -2.00 0.55
C -0.432464 -4.344692 0.885140 -0.07 -0.05 0.04
C -1.529033 -3.580581 1.644173 0.02 0.01 -0.05
C -0.903970 -4.691052 -0.536979 -0.02 0.07 -0.03
C -0.183372 -5.660102 1.627486 0.00 0.06 -0.03
C 4.546972 -3.647688 1.869763 0.00 0.00 0.08
C 4.447217 -5.077802 2.406056 0.00 0.08 -0.03
C 5.680379 -3.610048 0.834267 -0.08 -0.01 0.04
C 4.879522 -2.705247 3.037753 0.03 -0.07 -0.07
C 0.958885 2.314948 -0.013344 0.55 -0.39 0.09
O -0.153556 1.763809 -0.533836 0.25 1.29 0.07
C 1.043920 3.615147 0.509966 -0.29 -0.04 -0.11
C 2.267941 3.983555 1.065908 0.09 -0.01 0.01
C -0.131137 4.596338 0.500920 -0.09 0.04 0.07
C 0.330915 6.029171 0.791174 0.00 -0.09 -0.01
C -0.829039 4.613027 -0.868097 0.03 -0.06 -0.01
C -1.126632 4.175409 1.590280 0.02 0.04 -0.04
H 6.785675 3.901580 1.149089 0.01 -0.02 -0.01
H 5.622900 4.184018 -0.156982 0.04 0.00 -0.01
H 6.013252 2.534918 0.343357 0.01 0.00 -0.01
H 5.619838 5.319197 2.697793 0.00 0.02 0.00
H 3.901064 5.166386 3.050472 -0.02 0.01 -0.02
H 4.437662 5.762653 1.463894 -0.01 0.04 0.04
H 5.946913 2.975931 3.403855 0.01 -0.03 -0.01
H 5.134873 1.646209 2.563864 0.00 -0.01 0.02
H 4.212865 2.702124 3.639322 0.01 -0.02 0.01
H 4.184086 1.284856 0.394540 0.04 0.05 0.03
H 4.091230 -1.374926 0.400588 0.06 -0.08 0.02
H 2.072421 -4.858049 1.836441 0.02 0.03 0.00
H -1.719475 -2.601590 1.206425 0.00 -0.01 -0.01
H -1.239802 -3.441559 2.687488 -0.03 0.00 0.01
H -2.461488 -4.148371 1.611462 0.01 -0.02 0.03
H -1.207547 -3.808788 -1.096981 0.03 0.04 0.01
H -1.763593 -5.363256 -0.492521 0.02 -0.02 0.04
H -0.105150 -5.188396 -1.091394 -0.02 -0.03 0.00
H 0.173263 -5.492900 2.646176 0.00 -0.02 0.00
H 0.533452 -6.289680 1.095849 0.01 -0.02 0.04
H -1.124057 -6.208134 1.693098 0.00 -0.01 -0.01
H 4.180967 -5.776832 1.610767 -0.01 -0.03 0.04
H 3.714193 -5.159502 3.210294 -0.01 -0.02 -0.01
H 5.414397 -5.380015 2.810089 0.00 0.00 0.01
H 5.424868 -4.223700 -0.031273 0.04 0.00 -0.01
H 6.599204 -4.000661 1.275233 0.01 0.02 -0.01
H 5.882417 -2.596438 0.487255 0.01 0.00 -0.02
H 4.074705 -2.714279 3.775113 0.01 0.01 0.02
H 5.006043 -1.679094 2.687733 0.01 0.01 0.02
H 5.803621 -3.018415 3.529138 0.00 0.02 0.00
H 2.338672 4.968559 1.499422 0.00 -0.03 -0.02
H 1.119508 6.332788 0.099848 0.00 0.06 0.03
H 0.688408 6.145433 1.815714 0.02 0.03 -0.02
H -0.512901 6.707138 0.660418 -0.01 0.00 0.02
H -0.107624 4.794007 -1.668262 -0.02 0.03 -0.01
H -1.575945 5.409191 -0.893094 0.03 0.03 0.03
H -1.338577 3.676951 -1.077160 0.02 -0.06 -0.02
H -0.669696 4.233622 2.580454 0.01 0.01 0.00
H -1.455280 3.152169 1.430435 0.00 0.04 0.00
H -2.003365 4.828254 1.575069 -0.01 -0.01 0.01
Cl -5.098044 2.008378 4.480172 -0.03 0.05 0.07
C -3.807059 1.456909 3.466827 0.12 -0.03 0.04
C -2.751327 0.788973 4.024911 -0.14 0.10 0.07
C -1.714508 0.315435 3.213665 0.59 -0.25 -0.42
I -0.040842 -0.667871 3.989686 -0.20 0.13 0.10
C -1.734557 0.491580 1.844491 -0.18 0.25 0.50
O -0.798061 0.008937 1.053806 -0.33 -0.46 0.03
C -2.810485 1.213647 1.272251 -0.06 -0.08 0.05
N -2.746742 1.399373 -0.072519 0.08 0.03 0.44
C -3.704913 2.088667 -0.639829 0.20 -0.07 -0.31
C -4.783325 2.635590 0.072466 -0.09 0.03 0.26
C -4.869298 2.446498 1.422482 -0.05 0.04 -0.15
C -3.859291 1.710636 2.075563 0.13 -0.08 -0.11
H -2.713378 0.627160 5.092895 -0.04 -0.01 0.00
H -3.643217 2.215682 -1.713332 0.06 -0.03 0.00
H -5.536533 3.194695 -0.463858 0.01 0.00 -0.01
H -5.689791 2.857036 1.994143 -0.01 -0.02 0.00
S -3.383600 -1.234191 -4.636494 0.22 0.19 0.58
As -2.130235 -0.715362 -3.035711 -1.93 -1.25 -3.40
S -1.540640 1.405601 -2.880460 0.12 -1.24 0.55
S -2.973937 -1.225133 -1.034060 0.93 0.27 -0.83
S -0.102358 -1.475027 -3.158045 -0.62 0.69 0.67
```
Positions in Å, forces in eV/Å.

Summary:
HOMO in eV: -7.921
Orbital gap in eV: 5.409

Mulliken population analysis, charges in e, atoms 1 to 2:
1. W 0.453
2. C -1.660

---

The following is a quantum chemistry calculation of 11 unconnected molecules or ions with the total composition C33H50O33 in a non-equilibrium geometry, from OMol25.

The geometry in XYZ format:
```
116
Properties=species:S:1:pos:R:3:forces:R:3
C -1.367037 9.377272 2.688952 -0.25 0.11 -1.95
C -2.652371 8.639803 2.250253 0.82 3.03 -1.57
O -2.744542 7.618585 3.136688 -0.70 -2.54 1.63
C -1.882498 7.762849 4.139306 2.56 -1.34 2.73
O -1.629634 6.959427 5.051433 -1.51 2.39 -2.81
O -1.170802 8.921545 3.961885 -0.35 -1.48 2.49
H -1.445867 10.464196 2.667022 0.11 -0.15 -0.05
H -0.548032 8.990292 2.082660 0.27 0.50 -0.20
H -2.490904 8.292155 1.229881 -0.60 -0.14 0.08
H -3.478985 9.342266 2.356873 -0.39 -0.37 -0.28
C -2.187427 7.636853 11.532661 0.30 -0.55 -0.59
C -2.666072 6.494168 12.339223 -1.77 -1.60 0.03
O -1.615269 6.146396 13.220958 -1.22 -1.21 1.16
C -0.572897 6.906374 13.056032 0.78 1.70 -0.24
O 0.433304 6.898742 13.719072 -0.99 -0.01 -1.19
O -0.859225 7.784690 12.022209 1.24 0.70 0.02
H -2.817400 8.520586 11.633926 0.53 0.27 0.19
H -2.238571 7.274450 10.505947 0.61 0.74 -0.17
H -2.889130 5.612248 11.738756 0.20 -0.04 -0.08
H -3.619142 6.729963 12.812659 0.31 -0.09 0.84
C -1.178525 4.949109 7.426276 0.09 -0.35 -0.20
C -0.624936 5.913333 8.459143 0.36 1.34 -1.45
O -0.970613 5.325016 9.652833 -0.35 -0.77 2.44
C -1.487787 4.102217 9.515400 -0.36 -2.25 2.34
O -1.793826 3.377213 10.494186 0.83 2.38 -3.75
O -1.528596 3.770881 8.195041 -0.28 0.18 1.29
H -0.392405 4.621615 6.745940 -0.55 0.30 -0.32
H -2.096975 5.330724 6.980276 0.30 -0.13 -0.33
H -1.072937 6.906623 8.431413 -0.23 -0.12 -0.22
H 0.447223 6.089385 8.371984 0.17 -0.42 0.18
C 5.519319 8.393609 8.458896 2.44 -0.78 -0.41
C 5.246626 8.444480 6.971357 -0.56 0.40 -0.68
O 3.817825 8.547835 6.933667 -0.73 0.32 -0.20
C 3.300607 8.437943 8.157711 -2.32 -0.48 1.50
O 2.101945 8.448498 8.451435 3.06 0.12 -1.04
O 4.295074 8.263562 9.076073 -1.92 0.34 0.03
H 6.090113 9.258714 8.796367 -0.36 0.19 0.18
H 6.130403 7.517032 8.674025 -0.04 -0.04 0.26
H 5.496740 7.570628 6.369754 0.24 -0.08 0.35
H 5.656782 9.334473 6.494104 0.01 -0.07 0.00
C -4.721813 5.076041 4.714010 0.86 1.07 -1.24
C -4.155432 4.649563 3.343155 0.22 -0.02 -0.18
O -4.348757 3.245068 3.420212 -0.51 -0.49 0.40
C -5.388581 3.016462 4.277086 -0.60 -2.65 -2.14
O -6.005762 1.985523 4.323840 0.84 0.50 0.28
O -5.736473 4.095234 4.913727 0.11 1.90 1.44
H -5.150618 6.077460 4.676804 -0.17 -0.20 0.17
H -3.937707 5.051007 5.470750 -0.18 -0.24 0.24
H -3.119509 4.824506 3.052706 0.17 0.13 0.96
H -4.688168 5.047039 2.479261 -0.67 0.04 0.16
C -0.317935 10.308810 6.955667 0.55 -2.21 0.68
C 0.593203 11.179782 7.755445 0.64 0.38 0.87
O 0.077960 12.449790 7.443211 1.02 2.40 0.74
C -0.762229 12.409340 6.430290 -0.63 3.36 -1.34
O -1.188703 13.337734 5.766184 0.76 -0.78 1.34
O -1.102734 11.198646 6.205332 -1.24 -3.28 -1.28
H -0.908450 9.679293 7.621332 -0.44 0.10 -0.29
H 0.277573 9.643125 6.330908 -0.37 0.06 -0.34
H 1.645623 11.116126 7.478906 -0.05 0.06 -0.27
H 0.562782 11.072539 8.839727 -0.24 -0.27 -0.10
C 1.919252 3.941192 11.047787 -0.03 0.24 -0.88
C 2.390440 5.393067 10.936936 -2.19 0.14 -0.04
O 3.644658 5.364310 11.583019 0.37 3.34 -1.83
C 3.757743 4.338574 12.333969 3.17 -1.42 3.76
O 4.636117 4.226304 13.218811 -2.86 -0.23 -2.81
O 2.826327 3.459499 12.006411 -0.19 -2.43 1.11
H 1.989862 3.426999 10.089285 0.60 -0.33 -0.02
H 0.900168 3.728991 11.371100 0.01 0.59 0.36
H 1.678975 5.991125 11.506353 0.36 0.40 0.26
H 2.384874 5.794497 9.923566 0.70 -0.19 0.17
C 1.811585 2.513828 5.637693 0.65 0.23 -0.52
C 3.357784 2.294150 5.668366 -1.97 -0.05 -1.19
O 3.803112 3.432069 6.307124 0.59 1.93 2.16
C 2.817461 4.066267 6.985254 -0.17 1.88 2.06
O 2.949169 4.979362 7.812434 -0.05 -2.67 -2.77
O 1.604821 3.558191 6.647635 0.63 -1.05 -0.54
H 1.255057 1.587404 5.779555 -0.16 0.34 0.74
H 1.518172 2.890812 4.657956 -0.15 0.33 0.16
H 3.750274 2.439012 4.661861 0.13 -1.13 0.00
H 3.582146 1.368096 6.197691 0.55 0.16 -0.16
C -2.823937 1.073785 6.469936 1.33 0.37 -0.51
O -1.986284 0.126434 5.750248 -1.08 -0.15 0.28
C -1.662672 0.253566 4.457773 -0.32 2.13 0.48
O -1.921666 1.167725 3.709122 -0.38 -0.30 0.20
O -0.843323 -0.714678 4.228345 1.17 -3.13 -0.66
C -0.289062 -0.975644 2.906472 -0.55 1.54 0.73
H -2.238338 1.191450 7.381705 -0.59 0.15 0.22
H -3.847913 0.742755 6.643148 0.25 -0.37 -0.20
H -2.822606 2.029650 5.946065 -0.11 -0.02 -0.10
H 0.592399 -0.335162 2.936337 0.21 -0.33 -0.82
H -1.013624 -0.631160 2.168609 0.24 0.00 -0.12
H -0.058356 -2.031289 2.763308 -0.10 0.18 0.51
C -5.575670 4.096449 14.722746 -0.91 0.21 -0.54
O -4.992114 3.069364 13.947630 0.90 -0.92 -1.79
C -4.989257 3.085986 12.572659 -1.83 2.51 -0.06
O -5.372107 4.046895 11.869895 1.26 -2.39 1.83
O -4.633089 1.882786 12.162108 0.44 -0.37 0.54
C -4.428233 1.624068 10.787117 0.64 0.52 -1.54
H -5.287833 3.907409 15.756916 0.25 0.23 -0.25
H -6.657875 3.987843 14.651207 -0.15 0.05 0.10
H -5.347783 5.094884 14.349529 0.38 -0.07 0.19
H -4.404797 2.560859 10.230372 -0.60 -0.07 0.04
H -5.107938 0.880857 10.370288 -0.61 0.37 0.43
H -3.449323 1.219719 10.529534 0.33 -0.07 1.07
C -5.355085 4.664486 8.559889 -1.96 0.29 -0.59
O -4.346778 5.615134 8.768010 2.72 2.24 -0.14
C -4.318818 6.921339 8.257598 -0.07 -1.18 0.04
O -3.408414 7.702188 8.485315 -1.94 -1.46 -0.45
O -5.411865 7.091428 7.480993 0.33 0.13 0.31
C -5.755431 8.336633 6.853598 0.10 0.31 0.03
H -5.096188 3.609599 8.468944 1.29 0.30 0.23
H -5.832451 4.885342 7.605190 -0.56 0.01 0.32
H -5.997663 4.732441 9.437715 -0.45 -0.07 -0.34
H -5.838505 9.156053 7.567569 0.25 -0.15 0.12
H -6.737091 8.203833 6.398826 0.08 -0.30 0.16
H -5.063521 8.609846 6.056913 0.26 -0.11 0.19
```
Positions in Å, forces in eV/Å.

Summary:
HOMO in eV: -9.803
Orbital gap in eV: 9.667

Mulliken population analysis, charges in e, atoms 1 to 2:
1. C -0.442
2. C -0.423